# 1
Density functional theory data (ωB97M-V/def2-TZVPD) for a 11-piece molecular cluster, C5H31O11 overall in a non-equilibrium geometry.

Properties
ΔE to the lowest compared entry with this formula, charge and spin	0.0000	eV
orbital gap	9.606	eV
calculated total energy	-1036.85164	hartree

Geometry as ORCA input:
```
! wB97M-V def2-TZVPD RIJCOSX def2/J DEFGRID3
* xyz -1 1
C -0.79698 0.23246 -0.41797
O -1.45249 1.20969 0.32325
C -1.53779 0.10055 -1.79115
C -0.70613 -0.61245 -2.85074
C -0.40123 -2.07228 -2.55681
C 0.87844 -2.24971 -1.73057
H 0.27318 0.57874 -0.61259
H -0.80908 -0.73200 0.15469
H -1.84003 1.08258 -2.12834
H -2.51604 -0.44772 -1.59514
H 0.18485 -0.03908 -3.02036
H -1.22560 -0.54306 -3.79602
H -0.32878 -2.61253 -3.50347
H -1.24936 -2.51699 -2.06203
H 1.72220 -1.71740 -2.22906
H 1.12387 -3.26036 -1.60539
H 0.77503 -1.85221 -0.75322
H 1.46850 0.21855 2.49537
H 2.49621 -0.91071 2.72840
O 1.93692 -0.56713 2.07045
H -2.46443 0.67971 3.00388
H -1.54924 0.74865 1.66073
O -1.57500 0.44222 2.70375
H 0.70937 2.14160 2.42391
H -0.06634 1.14909 3.17678
O 0.81843 1.53452 3.15935
H 3.02315 0.23089 1.01452
H 3.38308 0.54808 -0.54408
O 3.62063 0.67544 0.37143
H -1.19662 -2.84850 1.26098
H -1.37931 -2.90932 -0.31642
O -1.71077 -3.33442 0.54433
H -0.92011 -1.12330 2.54881
H 0.48510 -1.58069 2.19637
O -0.35883 -1.92418 2.39342
H -0.50934 2.19906 0.71445
H -0.23379 3.82028 1.10524
O 0.20556 2.94557 0.97996
H 1.46117 0.41860 -1.78472
H 2.30550 1.68833 -1.68383
O 2.35132 0.78224 -1.97900
H -3.16661 1.11117 0.08542
H -4.15813 0.01944 0.16101
O -4.07357 0.93460 -0.03509
H 1.60365 3.06612 0.09111
H 2.92291 2.32342 0.07571
O 2.47650 2.97242 -0.44727
*
```

# 2
Density functional theory data (ωB97M-V/def2-TZVPD) for C5H12FO2Sc as an isolated structure in a non-equilibrium geometry.

Properties
orbital gap (spin up / spin down)	5.771 / 6.899	eV
calculated total energy	-1207.87817	hartree

Geometry as ORCA input:
```
! wB97M-V def2-TZVPD RIJCOSX def2/J DEFGRID3
* xyz 2 1
F 1.11700 2.36824 -0.61623
C -0.22003 -0.92928 1.83477
O 0.08090 0.06052 0.82036
C -0.03335 1.43025 1.28202
C 1.02678 2.36309 0.78500
H -0.21100 -1.94166 1.42100
H 0.57526 -0.83262 2.57894
H -1.26990 -0.77661 2.10867
H 0.06205 1.39402 2.37385
H -1.02416 1.76708 0.94647
H 2.03281 2.09633 1.12522
H 0.87874 3.37688 1.16888
Sc 2.77090 -0.42309 -0.34350
C -0.56441 -2.01008 -2.53904
O -0.90262 -1.66469 -1.20987
C -0.66922 -0.36106 -0.87917
H -0.81321 -3.06782 -2.67370
H -1.12743 -1.39522 -3.25859
H 0.50806 -1.84624 -2.73751
H -1.62342 0.02002 -0.49049
H -0.59377 0.37195 -1.69709
*
```

# 3
Density functional theory data (ωB97M-V/def2-TZVPD) for C3H3GaO2 as an isolated structure in a non-equilibrium geometry.

Properties
ΔE to the lowest compared entry with this formula, charge and spin	1.5875	eV
<S²>	1.30
orbital gap (spin up / spin down)	6.448 / 10.163	eV
calculated total energy	-2189.72164	hartree

Geometry as ORCA input:
```
! wB97M-V def2-TZVPD RIJCOSX def2/J DEFGRID3
* xyz 3 2
O 0.58673 1.40814 0.25034
C 0.82547 0.23593 -0.07456
C -0.50909 -0.29390 -0.45508
C -1.58312 -0.05256 0.35277
H -0.58841 -0.76388 -1.43991
H -2.44325 -0.72322 0.32616
H -1.64299 0.80511 1.02366
O 1.90214 -0.37849 -0.14501
Ga 3.45250 -0.23715 0.16163
*
```

# 4
Density functional theory data (ωB97M-V/def2-TZVPD) for a 2-piece molecular cluster, C4H4 overall in a non-equilibrium geometry.

Properties
ΔE to the lowest compared entry with this formula, charge and spin	5.5404	eV
orbital gap	9.696	eV
calculated total energy	-154.51687	hartree

Geometry as ORCA input:
```
! wB97M-V def2-TZVPD RIJCOSX def2/J DEFGRID3
* xyz 0 1
C -0.69919 0.45088 0.54090
C -1.66962 1.04340 1.02449
C 0.52836 0.54157 -0.25202
C 0.05633 -0.69886 0.03359
H 0.68366 1.02241 -1.16894
H 1.36093 0.77887 0.39351
H 0.51466 -1.46892 0.59901
H -0.77512 -1.66935 -1.17055
*
```

# 5
Density functional theory data (ωB97M-V/def2-TZVPD) for C24H30ClN4O4PS2W as an isolated structure.

Properties
ΔE to the lowest compared entry with this formula, charge and spin	0.0000	eV
<S²>	0.75
orbital gap (spin up / spin down)	6.915 / 6.221	eV
calculated total energy	-3117.56353	hartree

Geometry as ORCA input:
```
! wB97M-V def2-TZVPD RIJCOSX def2/J DEFGRID3
* xyz 1 2
W -0.04672 0.25427 -0.09521
C -0.05612 3.25367 -1.00697
N -0.66903 1.97843 -1.45926
C -0.17606 1.63232 -2.80651
C 1.28484 1.31217 -2.69271
C 2.18028 1.53215 -3.72118
C 3.52122 1.24613 -3.51642
C 3.91811 0.76985 -2.27907
C 2.96201 0.56651 -1.30135
N 1.66302 0.81991 -1.50082
C -2.13889 2.12308 -1.45721
C -2.79211 0.78239 -1.41213
C -4.06365 0.55543 -1.90313
C -4.65710 -0.67673 -1.68449
C -3.95574 -1.63566 -0.97194
C -2.68265 -1.34319 -0.52546
N -2.09581 -0.15940 -0.76210
C 0.14760 3.27671 0.47978
C 0.15150 4.45894 1.19475
C 0.41415 4.41788 2.55471
C 0.66152 3.19529 3.15562
C 0.62722 2.05512 2.37868
N 0.37789 2.09080 1.06232
H -0.66410 4.10263 -1.32939
H 0.91978 3.36060 -1.48361
H -0.33775 2.45309 -3.51555
H -0.73460 0.75833 -3.15066
H 1.82719 1.92617 -4.66438
H 4.24268 1.40665 -4.30599
H 4.95376 0.55085 -2.06300
H 3.22391 0.17123 -0.33037
H -2.46914 2.71255 -2.31826
H -2.41263 2.63793 -0.53389
H -4.58228 1.34383 -2.43114
H -5.65249 -0.88049 -2.05472
H -4.37976 -2.60697 -0.76273
H -2.09673 -2.05983 0.03261
H -0.06054 5.39380 0.69428
H 0.41380 5.32868 3.13815
H 0.85524 3.11063 4.21479
H 0.76351 1.07267 2.80900
C 4.21169 -4.66368 -0.63488
C 3.40895 -3.39084 -0.55048
O 2.11656 -3.71668 0.01435
P 1.00051 -2.59812 0.15816
S 0.31368 -1.83442 -1.53644
S 1.58517 -1.05143 1.30276
O -0.16222 -3.41273 0.84976
C -0.01241 -3.90516 2.21462
C -1.10787 -3.31611 3.06529
H 5.19448 -4.45251 -1.05684
H 3.71187 -5.39152 -1.27230
H 4.34832 -5.09928 0.35394
H 3.25053 -2.94722 -1.53644
H 3.88826 -2.65311 0.09707
H 0.97398 -3.63220 2.59312
H -0.06677 -4.98990 2.14463
H -1.02472 -2.22995 3.09161
H -1.03175 -3.69961 4.08346
H -2.08709 -3.59171 2.67103
Cl -1.53001 0.24282 4.67263
C -2.77097 0.30368 3.38691
C -2.13952 0.72586 2.06714
O -1.22670 -0.07910 1.64119
O -2.50635 1.76001 1.51508
H -3.52181 1.02672 3.68324
H -3.20115 -0.69217 3.30630
*
```